# 1
Density functional theory data (ωB97M-V with the def2-TZVPD basis set) for 10 unconnected molecules or ions with the total composition C29H82N14O14.

Results
SMILES: COCCNCCOC.COCCNCCOC.COCCNCCOC.COCCNCCOC.NC(N)=O.NC(N)=O.NC(N)=O.NC(N)=O.NC(N)=O.O

ORCA input file:
```
! wB97M-V def2-TZVPD RIJCOSX def2/J DEFGRID3
* xyz 0 1
C -4.3429 -0.5451 0.8218
O -4.2336 -1.6561 1.6956
C -3.7189 -1.2282 2.9259
C -3.9468 -2.3450 3.8833
N -5.4163 -2.3630 4.0741
C -5.8568 -3.5058 4.9330
C -5.2340 -3.5796 6.3667
O -3.9648 -4.1517 6.1850
C -3.2092 -4.1982 7.3742
H -4.6158 -0.7947 -0.2035
H -3.4213 0.0356 0.8608
H -5.1431 0.0967 1.1904
H -4.1105 -0.2884 3.3152
H -2.6531 -1.0862 2.7472
H -3.5083 -2.1653 4.8649
H -3.4889 -3.2999 3.6255
H -5.8046 -2.4807 3.1492
H -5.6328 -4.3945 4.3430
H -6.9408 -3.4579 5.0366
H -5.9158 -4.1068 7.0339
H -5.1076 -2.6195 6.8670
H -3.6541 -4.7396 8.2091
H -2.9298 -3.1791 7.6417
H -2.4385 -4.9406 7.1668
C 3.1947 0.7997 -0.7805
O 3.7123 -0.5732 -0.4370
C 2.7713 -1.6107 -0.7142
C 3.3921 -2.9797 -0.5472
N 4.2361 -3.4450 -1.7122
C 5.0218 -4.5931 -1.3100
C 6.0357 -5.0124 -2.4094
O 6.9184 -3.9458 -2.8751
C 7.8836 -3.4736 -1.9205
H 3.9383 1.5582 -0.5360
H 2.2621 1.0712 -0.2859
H 3.0271 0.8319 -1.8571
H 2.3444 -1.5288 -1.7138
H 2.0183 -1.4941 0.0651
H 2.5961 -3.7219 -0.4876
H 3.9168 -3.0613 0.4048
H 4.9114 -2.7108 -1.8699
H 4.3603 -5.4371 -1.1145
H 5.5662 -4.3348 -0.4017
H 5.3973 -5.3273 -3.2348
H 6.6162 -5.7987 -1.9268
H 8.5484 -4.2933 -1.6478
H 7.3887 -3.0080 -1.0682
H 8.4576 -2.6023 -2.2357
C -1.2811 0.6548 4.8399
O -0.4647 0.8436 6.0350
C 0.9323 0.8934 5.8316
C 1.5951 2.2336 5.5988
N 1.1363 2.7418 4.2633
C 1.7746 4.0216 4.0252
C 1.4850 4.4224 2.5695
O 0.0886 4.6442 2.2876
C -0.2671 4.4941 0.9047
H -0.9987 -0.2427 4.2896
H -1.3125 1.4884 4.1383
H -2.2695 0.4456 5.2488
H 1.3775 0.1458 5.1751
H 1.2378 0.6993 6.8597
H 2.6597 2.0392 5.7295
H 1.3103 2.8541 6.4484
H 0.1370 2.8456 4.3670
H 2.8549 3.9585 4.1555
H 1.3668 4.6878 4.7855
H 1.9510 3.7887 1.8149
H 2.0502 5.3418 2.4171
H -1.3522 4.4568 0.8081
H 0.0361 3.5485 0.4552
H 0.1123 5.3503 0.3471
C 5.1799 2.8402 -6.6899
O 4.5922 1.8439 -5.8503
C 4.0751 0.7050 -6.5296
C 3.1279 0.0067 -5.5462
N 1.9574 0.7615 -5.0067
C 0.9365 1.2016 -6.0368
C -0.1168 2.1552 -5.4752
O 0.4701 3.4228 -5.1897
C 0.3100 3.8353 -3.8702
H 4.3831 3.0465 -7.4045
H 6.0496 2.5475 -7.2781
H 5.1893 3.7583 -6.1024
H 4.8342 -0.0310 -6.7946
H 3.5562 0.9608 -7.4534
H 3.6775 -0.2766 -4.6486
H 2.8563 -0.9259 -6.0408
H 2.2569 1.5958 -4.5228
H 0.3327 0.3335 -6.3011
H 1.4331 1.6498 -6.8975
H -0.5476 1.6747 -4.5968
H -0.9742 2.2468 -6.1419
H 0.6077 4.8779 -3.7589
H 0.8807 3.2138 -3.1802
H -0.7081 3.7695 -3.4866
N -3.2794 1.3324 -4.4176
C -3.4776 2.1734 -3.4356
N -4.7173 2.5711 -3.4807
O -2.6902 2.3484 -2.5246
H -4.1225 1.0175 -4.8760
H -2.4772 0.7526 -4.2161
H -5.0817 3.1955 -2.7754
H -5.2151 2.2425 -4.2957
N -1.9788 -2.5100 -0.4026
C -1.1778 -3.2860 0.2717
N -0.1822 -2.6410 0.7546
O -1.3555 -4.4740 0.4938
H -1.7875 -1.5328 -0.5718
H -2.8460 -2.9092 -0.7323
H 0.4785 -3.2318 1.2389
H -0.1152 -1.6378 0.6577
N 0.4604 -1.7936 -4.1602
C -0.8357 -1.5651 -4.1233
N -1.4610 -2.5886 -3.6460
O -1.3531 -0.5090 -4.4854
H 0.7608 -2.7506 -4.0411
H 1.1232 -1.0595 -4.3646
H -0.9780 -3.1856 -2.9900
H -2.4395 -2.7759 -3.8116
N -1.6775 1.4697 -0.1748
C -0.6580 0.7304 -0.1265
N -0.1926 0.4939 -1.2838
O -0.3042 0.2061 0.9027
H -2.2691 1.5527 0.6396
H -1.9175 1.9975 -1.0018
H -0.5855 1.0212 -2.0504
H 0.5928 -0.1318 -1.3925
N -4.7569 2.9159 3.2975
C -3.5974 2.9695 2.8295
N -2.8839 3.9457 3.3499
O -3.2318 2.3057 1.8923
H -5.3331 2.1107 3.0983
H -5.1382 3.6162 3.9175
H -3.1104 4.3295 4.2562
H -1.9878 3.9993 2.8872
O 1.7369 1.1341 2.2071
H 1.0511 0.7946 1.6320
H 1.2660 1.4692 2.9702
*
```

# 2
Density functional theory data (ωB97M-V with the def2-TZVPD basis set) for a molecular structure, C29H85N5O11.

ORCA input file:
```
! wB97M-V def2-TZVPD RIJCOSX def2/J DEFGRID3
* xyz 0 1
C -2.6762 7.1128 -0.3582
C -1.6232 7.6416 0.5241
O -2.0485 7.4272 1.8711
H -2.7996 6.0591 -0.1080
H -2.4174 7.1696 -1.4155
H -3.6466 7.5657 -0.1551
H -1.3070 8.6651 0.3227
H -0.7383 7.0097 0.4483
H -1.2827 7.4736 2.4482
C 1.8437 10.3580 1.9779
C 0.5333 9.6537 1.5546
O 0.7203 8.2934 1.7788
H 1.6554 11.3990 2.2406
H 2.5481 10.2601 1.1519
H 2.1421 9.8881 2.9151
H 0.3046 9.8716 0.5114
H -0.2874 10.0439 2.1566
H 1.3226 7.9102 1.1369
C -0.2476 14.6019 0.8908
C 0.8945 13.7678 0.2867
O 0.3445 12.8921 -0.7196
H -1.0064 14.0248 1.4194
H -0.8022 15.2563 0.2183
H 0.1699 15.2004 1.7005
H 1.2130 13.0584 1.0505
H 1.6211 14.4276 -0.1874
H -0.3113 12.3106 -0.3280
C 0.7004 11.1228 -5.2678
C -0.0992 10.3973 -4.2606
C -1.3850 11.0280 -3.7517
O -2.3333 11.1167 -4.7941
C -3.6392 11.5079 -4.3482
N -0.4172 9.0669 -4.6768
H 1.6215 10.6525 -5.6121
H 0.9056 12.1381 -4.9283
H 0.1854 11.3606 -6.1986
H 0.5116 10.2707 -3.3667
H -1.2026 11.9940 -3.2809
H -1.7651 10.3910 -2.9531
H -4.0390 10.7272 -3.7011
H -4.2968 11.5173 -5.2175
H -3.6286 12.5234 -3.9525
H -0.7737 8.5158 -3.9092
H -1.1768 9.1823 -5.3323
C -2.9622 17.6761 -2.9619
C -2.6078 16.2260 -3.1962
C -1.3073 15.7442 -2.5260
O -1.1451 14.3812 -2.8733
C 0.1343 13.8977 -2.4481
N -3.7204 15.3258 -2.7998
H -3.8626 18.0791 -3.4254
H -2.0860 18.2678 -3.2270
H -3.0111 17.7712 -1.8772
H -2.5309 16.1088 -4.2772
H -1.2978 15.8684 -1.4431
H -0.3968 16.2418 -2.8600
H 0.4432 14.1962 -1.4463
H 0.8889 14.1763 -3.1837
H 0.1300 12.8078 -2.4612
H -3.3034 14.4085 -2.8696
H -3.9511 15.3314 -1.8165
C -5.0877 8.8988 -0.3054
C -4.5750 10.1044 -1.0700
C -5.1034 10.1942 -2.5184
O -4.4929 9.3350 -3.4664
C -5.0372 9.4021 -4.8133
N -4.9252 11.3221 -0.2956
H -4.5533 8.9229 0.6443
H -4.8512 8.0108 -0.8916
H -6.1460 8.9518 -0.0503
H -3.4921 10.0843 -1.1927
H -4.9950 11.2222 -2.8642
H -6.1660 9.9859 -2.6433
H -5.9145 8.7809 -4.9938
H -4.2653 9.0178 -5.4801
H -5.1817 10.4333 -5.1354
H -4.3391 12.0811 -0.6127
H -4.7593 11.2725 0.6994
C -0.5461 10.0256 -0.7920
C -1.1622 11.4054 -0.7116
C -2.6432 11.4987 -1.2120
O -3.3405 12.7010 -0.9123
C -3.0540 13.8435 -1.6455
N -1.0360 11.8983 0.6432
H -0.3430 9.8191 -1.8428
H -1.2567 9.2653 -0.4678
H 0.3617 9.9529 -0.1931
H -0.5827 12.1375 -1.2740
H -3.2236 10.7734 -0.6417
H -2.8398 11.0984 -2.2067
H -2.0935 14.2466 -1.3246
H -3.7572 14.6231 -1.3524
H -3.1721 13.6445 -2.7106
H -1.5356 11.2952 1.2810
H -1.6379 12.7081 0.5992
C -2.6936 13.2807 1.3708
C -4.1343 13.7381 1.6315
C -4.9254 13.6191 0.3040
O -6.2763 13.8637 0.5764
C -6.6179 15.2232 0.7987
N -4.5683 12.8328 2.6732
H -2.6319 12.1984 1.2572
H -2.1273 13.5980 2.2465
H -2.2291 13.7716 0.5157
H -4.1971 14.7552 2.0184
H -4.8365 12.6584 -0.2031
H -4.6726 14.3862 -0.4278
H -7.7031 15.2966 0.8704
H -6.3071 15.8025 -0.0707
H -6.2605 15.6423 1.7393
H -5.5502 13.0184 2.8196
H -4.0773 13.0041 3.5390
C -2.4965 9.6437 1.7371
O -2.6169 11.0764 1.7625
H -3.0763 9.2918 0.8838
H -1.4524 9.4542 1.4880
H -2.8396 9.1306 2.6355
H -3.5407 11.3352 1.7991
C 1.7468 9.7632 -1.7136
O 2.7739 9.0007 -0.9894
H 0.7418 9.4218 -1.4654
H 1.8674 10.8276 -1.5124
H 1.8176 9.5228 -2.7744
H 3.6560 9.3230 -1.1888
C -3.1753 16.5015 -0.0614
O -4.0241 15.7795 -0.9121
H -3.7208 17.0295 0.7207
H -2.5737 15.7536 0.4550
H -2.5443 17.2093 -0.5990
H -4.6618 16.3752 -1.3122
*
```

# 3
Density functional theory data (ωB97M-V with the def2-TZVPD basis set) for 11 unconnected molecules or ions with the total composition C29H86N16O11.

Results
SMILES: COC[C@H](C)N.COC[C@H](C)N.COC[C@H](C)N.COC[C@H](C)N.COC[C@H](C)N.COC[C@H](C)N.NC(N)=O.NC(N)=O.NC(N)=O.NC(N)=O.NC(N)=O

ORCA input file:
```
! wB97M-V def2-TZVPD RIJCOSX def2/J DEFGRID3
* xyz 0 1
C 22.1956 13.6453 13.9959
O 21.1354 12.7039 14.3131
C 21.5248 11.3599 14.0295
C 22.3764 10.7781 15.0842
C 22.8132 9.3300 14.9976
N 21.5963 10.7297 16.3060
H 23.2103 13.2541 14.0690
H 22.1108 14.4444 14.7323
H 22.0807 13.9802 12.9650
H 20.6004 10.8102 13.8523
H 22.1600 11.3999 13.1446
H 23.1712 11.4970 15.2829
H 21.9759 8.6590 14.8053
H 23.5358 8.9138 15.6995
H 23.3402 9.1106 14.0690
H 21.6315 11.6436 16.7346
H 20.6219 10.5242 16.1373
C 28.9053 9.7243 10.8798
O 30.0966 9.3292 11.5627
C 29.7973 9.1697 12.9357
C 30.9721 9.1145 13.8656
C 32.0419 8.0219 13.6733
N 30.7291 9.1264 15.2770
H 28.9470 9.6800 9.7915
H 28.6397 10.7384 11.1784
H 28.0952 9.0055 11.0028
H 29.0659 9.8974 13.2873
H 29.2377 8.2547 13.1299
H 31.4838 10.0556 13.6641
H 32.8684 8.0598 14.3829
H 32.5294 8.2944 12.7373
H 31.7650 6.9682 13.6396
H 31.6834 9.1179 15.6076
H 30.5482 8.1953 15.6239
C 13.3530 11.2354 11.3390
O 13.9802 10.1647 10.6974
C 14.4825 10.4550 9.4185
C 13.2932 10.5094 8.4577
C 12.4797 9.2101 8.3921
N 13.7854 10.6671 7.1383
H 13.0163 11.0950 12.3661
H 12.6361 11.7242 10.6792
H 14.1940 11.9031 11.5259
H 15.0123 11.4057 9.4776
H 15.2230 9.6874 9.1936
H 12.5848 11.3078 8.6787
H 11.8943 8.9848 9.2835
H 13.1493 8.3530 8.3197
H 11.8785 9.0372 7.4994
H 12.9684 10.9298 6.6056
H 13.8625 9.7365 6.7534
C 20.5146 6.4634 7.3456
O 20.2373 5.7829 6.1022
C 18.9101 5.2241 6.0028
C 18.9938 3.8933 5.3397
C 19.4270 4.0552 3.9274
N 17.7322 3.1737 5.3382
H 21.4772 6.9504 7.1893
H 20.4414 5.7671 8.1810
H 19.7580 7.2425 7.4391
H 18.5774 4.9728 7.0099
H 18.2480 5.8535 5.4082
H 19.6124 3.2358 5.9505
H 19.7511 3.1704 3.3795
H 20.2900 4.7120 3.8184
H 18.6680 4.5740 3.3418
H 16.8939 3.6893 5.1110
H 17.6272 2.7469 6.2475
C 15.2985 -4.5059 4.3474
O 15.6132 -5.8416 3.7953
C 16.6420 -5.8343 2.8182
C 16.9936 -7.2711 2.3290
C 18.2172 -7.2049 1.3713
N 15.8582 -7.8509 1.6878
H 14.9326 -3.8330 3.5719
H 16.1826 -4.1468 4.8743
H 14.5026 -4.6533 5.0775
H 16.3254 -5.3212 1.9101
H 17.5618 -5.3920 3.2010
H 17.2666 -7.7821 3.2523
H 19.1546 -6.9645 1.8728
H 18.0266 -6.5782 0.5001
H 18.4203 -8.2105 1.0030
H 15.0108 -7.9436 2.2295
H 15.5574 -7.1108 1.0699
C 25.9536 3.3042 5.3638
O 26.6970 2.1631 5.0149
C 25.9115 1.0712 4.6630
C 25.1623 0.3922 5.9984
C 26.1897 -0.4264 6.7506
N 24.0790 -0.5327 5.5573
H 26.6034 4.1777 5.4181
H 25.4054 3.2457 6.3041
H 25.2760 3.2975 4.5101
H 25.1506 1.4045 3.9573
H 26.4497 0.3323 4.0693
H 24.8980 1.2853 6.5647
H 26.0475 -0.3488 7.8286
H 27.2561 -0.2113 6.6830
H 26.0613 -1.4596 6.4279
H 24.4993 -1.1072 4.8408
H 23.3758 -0.0595 5.0082
N 14.0841 3.8020 0.4717
C 13.3001 4.7960 0.6900
N 12.5824 5.0049 -0.3672
O 13.3367 5.4202 1.7033
H 14.6054 3.4839 1.2761
H 14.0999 3.3325 -0.4224
H 11.8419 5.6891 -0.3059
H 12.6785 4.2388 -1.0184
N 19.1284 -0.5958 -4.4244
C 19.3236 -1.2968 -5.4626
N 18.4720 -0.9944 -6.4546
O 20.2536 -2.1359 -5.4656
H 18.2272 -0.1658 -4.2722
H 19.7305 -0.7954 -3.6385
H 17.6403 -0.4375 -6.3193
H 18.6922 -1.4605 -7.3231
N 18.8515 12.3244 4.8179
C 18.8227 13.6112 5.0471
N 19.6722 13.8904 5.9735
O 18.1744 14.3919 4.4678
H 19.6588 11.7713 5.0681
H 17.8904 12.0324 4.7127
H 20.1783 14.7638 5.9415
H 20.2436 13.0870 6.1930
N 26.4296 11.0618 2.0813
C 25.3307 10.4424 2.3475
N 25.3068 9.4882 1.4837
O 24.4994 10.7375 3.2006
H 26.6443 11.8325 2.6979
H 27.1137 10.8022 1.3852
H 24.4586 8.9398 1.4792
H 26.1243 9.4113 0.8956
N 20.3620 -2.2971 9.5650
C 19.8819 -3.5261 9.6982
N 20.2241 -4.3412 8.7676
O 19.0827 -3.7679 10.5419
H 21.0046 -2.2069 8.7910
H 19.9422 -1.5604 10.1137
H 19.7173 -5.2103 8.8563
H 20.8638 -4.0083 8.0604
*
```

LUMO energy in eV, matching the order above: 0.4; 0.4; 0.2
Calculated total energy in eV, matching the order above: -80925.901; -61365.958; -77824.881
Energy relative to the best compared isomer or geometry (same formula, charge and spin) in kJ/mol, matching the order above: 261.0; 5299.3; 1027.0